1.
{
  "formula": "F4NP",
  "method": "ωB97M-V/def2-TZVPD",
  "symbols": ["N", "F", "F", "F", "F", "P"],
  "coordinates": [[1.60788, 0.28676, -0.27794], [2.48185, 0.56170, 0.70991], [1.46203, -1.06861, -0.20017], [-2.22017, -0.73804, 0.75212], [-1.80472, 0.34011, -1.26434], [-1.52688, 0.61807, 0.28042]],
  "atomic_forces_ev_per_a": [[0.39, -0.67, 0.17], [-0.23, -0.12, -0.25], [0.09, 0.79, 0.00], [0.08, 0.15, 0.42], [0.26, 0.40, -0.07], [-0.59, -0.54, -0.27]],
  "gap_ev": [9.065, 11.245],
  "homo_ev": [-8.31, -12.71],
  "charge": 0,
  "multiplicity": 3,
  "e_above_lowest_kcal_mol": 0.0
}

2.
{
  "formula": "F4V2",
  "method": "ωB97M-V/def2-TZVPD",
  "symbols": ["V", "V", "F", "F", "F", "F"],
  "coordinates": [[5.88297, -2.20597, -17.20274], [2.84923, -0.49138, -16.44247], [4.40783, -0.70647, -18.01333], [6.77391, -3.60244, -16.05980], [4.26593, -1.99200, -15.71977], [3.95320, 0.98659, -15.58862]],
  "atomic_forces_ev_per_a": [[-2.60, -0.93, 4.90], [3.73, 1.72, 1.14], [1.45, -2.28, 1.19], [-2.02, 3.66, -3.43], [1.35, 0.03, -2.50], [-1.90, -2.20, -1.30]],
  "gap_ev": [4.673, 6.940],
  "homo_ev": [-14.15, -15.33],
  "charge": 1,
  "multiplicity": 6
}